Entry from the OMol25 dataset: a 8-piece molecular cluster, C26H49NO21 overall in a non-equilibrium geometry (ωB97M-V with the def2-TZVPD basis set).

## Properties
Energy in hartree: -2654.5020
Frontier orbital gap in eV: 9.31

Each line ends with the Löwdin charge.
Geometry (Å):
C (1.4076, -3.9562, -0.9102)  -0.02
C (0.7646, -3.8692, 0.4358)  -0.25
C (1.2676, -5.1622, 1.2398)  -0.04
O (1.9306, -4.4782, 2.2958)  0.10
C (2.0216, -3.1932, 2.2068)  -0.55
O (2.5236, -2.4252, 3.0378)  0.11
O (1.3336, -2.7192, 1.1438)  0.05
H (2.5086, -4.0392, -0.9602)  0.11
H (1.0726, -3.1892, -1.5372)  0.04
H (1.0476, -4.8922, -1.3222)  0.10
H (-0.3424, -3.8682, 0.4388)  0.13
H (1.9126, -5.8772, 0.6998)  0.14
H (0.3936, -5.7172, 1.5488)  0.12
C (-0.8504, 3.4548, -4.0092)  0.01
O (-0.6154, 4.3308, -2.9162)  0.06
C (-1.3684, 4.2868, -1.8962)  -0.43
O (-2.1394, 3.2358, -1.4122)  -0.05
O (-1.2704, 5.4418, -1.1772)  0.00
C (-1.6934, 5.4888, 0.1228)  -0.07
H (-1.6944, 2.8418, -3.7872)  0.07
H (-0.0254, 2.8688, -4.2002)  0.05
H (-1.1474, 4.0438, -4.8742)  0.11
H (-2.7324, 5.2888, 0.2358)  0.09
H (-1.5064, 6.4988, 0.4008)  0.09
H (-1.1594, 4.6618, 0.7818)  0.13
C (1.5296, 0.3718, -4.8102)  -0.01
O (2.8916, -0.1022, -4.7082)  0.04
C (3.1106, -1.0772, -3.9422)  -0.49
O (2.1036, -1.9972, -3.6132)  -0.07
O (4.3386, -1.0432, -3.4112)  -0.01
C (4.7066, -2.0282, -2.5332)  -0.06
H (1.7716, 1.4128, -4.7312)  0.08
H (0.8986, 0.0848, -3.9502)  0.08
H (0.8996, 0.1948, -5.7532)  0.13
H (5.8236, -1.9982, -2.4742)  0.12
H (4.1936, -3.0112, -2.5952)  0.10
H (4.1686, -1.4562, -1.7592)  0.10
C (-1.7144, -2.2622, -3.6032)  -0.02
O (-1.2214, -1.6822, -2.3942)  -0.04
C (-1.6084, -2.2332, -1.2342)  -0.41
O (-2.3134, -3.4362, -1.0942)  -0.05
O (-1.2684, -1.3962, -0.2362)  -0.03
C (-1.6464, -1.5992, 1.1328)  -0.03
H (-1.6174, -1.4282, -4.3002)  0.09
H (-2.7644, -2.4992, -3.4872)  0.09
H (-1.1934, -3.0942, -4.0702)  0.10
H (-2.1104, -0.7082, 1.6498)  0.09
H (-0.6674, -1.6442, 1.6518)  0.09
H (-2.0674, -2.5812, 1.3288)  0.09
C (1.0826, 3.6118, 2.5968)  -0.02
O (-0.3314, 3.4778, 2.6058)  -0.02
C (-1.0174, 2.4398, 2.2068)  -0.40
O (-0.4754, 1.1658, 2.1718)  -0.04
O (-2.2504, 2.7798, 1.7108)  -0.03
C (-3.0514, 1.8428, 1.0058)  -0.06
H (1.3366, 4.5388, 3.1218)  0.11
H (1.3546, 3.7418, 1.6028)  0.05
H (1.6656, 2.7008, 2.9118)  0.09
H (-3.8154, 2.3378, 0.5368)  0.07
H (-3.3134, 1.0878, 1.7268)  0.09
H (-2.3844, 1.3818, 0.2298)  0.08
C (-5.4764, -2.9192, -0.6072)  -0.03
O (-5.3314, -2.0482, -1.7082)  0.05
C (-4.7504, -0.9322, -1.5282)  -0.41
O (-4.3544, -0.4672, -0.1782)  -0.10
O (-4.3074, -0.3952, -2.6342)  0.01
C (-3.3104, 0.6048, -2.6112)  -0.05
H (-5.8514, -3.8602, -0.9032)  0.08
H (-6.1664, -2.5082, 0.1398)  0.11
H (-4.5264, -3.1562, -0.1202)  0.08
H (-2.4864, 0.2158, -2.0262)  0.06
H (-3.6214, 1.6508, -2.3452)  0.11
H (-2.8584, 0.5498, -3.6322)  0.10
C (1.5356, 0.8048, 8.5668)  -0.02
O (1.3646, 1.1308, 7.1748)  0.00
C (2.3386, 1.0878, 6.2828)  -0.37
O (3.7416, 0.9408, 6.7308)  -0.13
O (2.0706, 1.0788, 4.9968)  -0.01
C (2.9556, 0.4818, 4.1088)  -0.08
H (2.1836, -0.0492, 8.5748)  0.09
H (0.6206, 0.6848, 9.1188)  0.09
H (1.8746, 1.6778, 9.1008)  0.09
H (3.8546, 1.1028, 4.1728)  0.10
H (2.4176, 0.3368, 3.1308)  0.09
H (3.2656, -0.5742, 4.2798)  0.09
C (0.3066, 1.2338, -1.2952)  -0.08
C (1.5786, 0.4178, -1.2602)  -0.22
C (2.1436, 0.2968, 0.1468)  -0.14
C (2.9926, 1.4328, 0.6008)  -0.19
N (3.6016, 2.2868, 1.0378)  0.16
H (0.3866, 2.2578, -0.9282)  0.08
H (-0.3764, 0.6778, -0.6042)  0.07
H (-0.3304, 1.3088, -2.1902)  0.06
H (2.2516, 0.7128, -1.9902)  0.08
H (1.2766, -0.5532, -1.6072)  0.08
H (2.8506, -0.4722, 0.0968)  0.09
H (1.4576, 0.0148, 0.8348)  0.06